No. 1
Molecular formula: C10H29O12
Method: DFT, ωB97M-V/def2-TZVPD

Properties
Molecular weight (Da): 341.33
Frontier orbital gap (eV): 9.869
HOMO level (hartree): -0.2555
Total charge: -1

XYZ file:
```
51
Properties=species:S:1:pos:R:3:forces:R:3:mulliken_charge:R:1
O -1.59070 0.55105 -0.78410 1.56 0.96 0.76 -0.4516
C -0.30327 0.34144 -0.30621 1.11 -0.88 1.25 0.2677
O 0.24642 1.35656 0.16950 -0.33 -0.09 -0.53 -0.8976
O 0.18594 -0.82584 -0.27347 -0.70 0.12 -0.81 -0.0990
H -1.45522 1.49132 -0.49220 -1.40 -0.02 -0.71 0.3481
C -0.55078 -0.57443 3.21665 -0.44 1.36 0.57 -0.4657
O -0.02358 -1.54023 2.37395 0.06 -0.74 0.13 -0.5918
H 0.14986 0.21642 3.51914 0.30 -0.10 -0.35 0.1051
H -1.40823 -0.02570 2.80528 -0.02 -0.17 -0.23 0.1827
H -0.90209 -0.96287 4.17841 0.05 -0.65 -0.24 0.3492
H -0.06827 -1.28879 1.43369 0.15 0.20 0.32 0.2378
C 3.33076 0.57279 -1.22837 -0.34 0.29 -0.19 -0.2431
C 3.65540 -0.14772 -2.53000 0.45 -0.68 -0.08 -0.1515
O 4.09642 0.74720 -3.53955 -0.46 0.68 -0.34 -0.5550
O 3.11441 -0.34503 -0.18935 0.77 -0.27 0.40 -0.6136
H 2.48584 1.26292 -1.31863 -0.20 -0.22 -0.32 0.1598
H 4.16387 1.24117 -0.99187 0.23 -0.33 0.28 0.3242
H 2.80353 -0.74519 -2.87281 -0.17 0.30 -0.08 0.0603
H 4.46409 -0.87305 -2.38703 -0.12 -0.03 0.56 0.2744
H 4.96327 0.49697 -3.85503 0.04 -0.13 0.10 0.3134
H 2.21015 -0.68479 -0.14760 -0.33 0.43 -0.27 0.3158
C -5.27559 0.57863 -0.81197 1.38 0.25 -0.56 -0.5438
C -4.84420 -0.83314 -0.44257 -0.49 -0.08 -0.74 -0.2357
O -4.42167 -1.55242 -1.59328 -0.08 0.06 -0.07 -0.5220
O -4.28182 1.28185 -1.54450 0.10 0.38 -0.02 -0.5224
H -5.47495 1.12365 0.11720 -0.50 -0.11 0.00 0.2643
H -6.10013 0.60357 -1.52404 -0.42 -0.30 0.49 0.3197
H -5.75462 -1.32407 -0.07220 0.28 -0.02 0.65 0.3225
H -4.00826 -0.81403 0.26065 -0.31 0.11 0.36 0.2634
H -3.87821 -2.27715 -1.27289 0.12 -0.02 -0.20 0.2994
H -3.41083 1.19943 -1.13678 -0.24 -0.37 -0.06 0.4730
C 0.68064 -3.11672 -2.83462 -1.34 0.06 0.38 -0.5320
C -0.21081 -4.13772 -2.10085 1.45 0.19 -1.03 -0.2872
O -0.39010 -3.77232 -0.76942 -0.47 -0.85 0.81 -0.5631
O -0.00351 -1.87736 -2.87013 0.17 0.19 -0.35 -0.5408
H 0.81269 -3.43242 -3.87130 0.27 -0.01 0.04 0.3894
H 1.62985 -2.99267 -2.30494 0.15 -0.29 -0.12 0.2369
H 0.30985 -5.10286 -2.17617 0.10 -0.02 0.58 0.3272
H -1.12151 -4.32898 -2.68034 -0.36 0.59 0.26 0.1970
H -0.35307 -2.82835 -0.56391 0.03 0.13 -0.56 0.2716
H 0.01242 -1.49253 -1.97693 0.03 0.09 -0.05 0.3490
C 1.85334 2.95329 2.89320 -0.29 -1.12 -0.20 -0.0180
C 2.02345 3.84137 4.10261 0.25 0.43 -0.64 -0.7021
O 1.67788 5.19921 3.81118 0.15 -0.06 0.38 -0.5342
O 0.48961 2.81962 2.51692 0.34 0.11 0.33 -0.4991
H 2.26607 1.95896 3.12853 -0.05 0.01 0.26 0.2832
H 2.40424 3.23965 1.99037 0.31 0.69 0.41 0.2571
H 3.07765 3.81224 4.38502 0.06 0.24 -0.07 0.3341
H 1.47730 3.50060 4.98503 -0.26 -0.29 -0.21 0.3012
H 0.71923 5.25840 3.84587 -0.02 -0.06 -0.19 0.3090
H 0.52725 2.24806 1.72986 -0.56 0.03 -0.10 0.4329
```
Forces are in eV/Å.

---

No. 2
Molecular formula: C10H30BeO10
Method: DFT, ωB97M-V/def2-TZVPD

Properties
Molecular weight (Da): 319.35
Frontier orbital gap (eV): 9.214
Energy above the lowest of the compared OMol25 structures with the same formula, charge and spin (kJ/mol): 0.0
HOMO level (hartree): -0.5673
Total charge: +2

XYZ file:
```
51
Properties=species:S:1:pos:R:3:forces:R:3:mulliken_charge:R:1
Be -16.33053 -2.58982 12.51833 -0.62 -0.33 1.02 1.0011
C -16.63755 -4.91256 14.51797 -1.95 0.39 1.96 -0.4518
C -16.35029 -5.82296 13.41362 1.68 -0.30 -0.90 -0.5485
O -16.56405 -5.04965 12.23058 -0.44 0.11 -0.51 -0.3430
O -16.10134 -3.62201 14.19284 -0.26 0.14 -0.80 -0.0420
H -16.30888 -5.24552 15.50772 0.71 -0.03 -0.34 0.4159
H -17.71826 -4.80039 14.71398 0.09 0.06 -0.56 0.1921
H -16.88125 -6.76949 13.43054 -0.29 0.10 0.07 0.5088
H -15.27754 -6.04217 13.40886 -0.09 -0.25 0.09 0.2011
H -17.17298 -5.51013 11.64467 0.14 0.08 -0.17 0.2942
H -15.93120 -3.14550 15.00963 0.24 0.39 -0.15 0.2240
C -12.09431 -3.21741 14.94323 -0.68 0.27 0.05 -0.4895
C -13.07921 -3.86720 13.99385 0.63 -0.04 -1.50 -0.3922
O -13.76754 -2.89962 13.15488 -0.56 0.10 0.64 -0.3038
O -11.51046 -4.26642 15.66033 0.13 -0.07 0.13 -0.5127
H -12.67717 -2.53611 15.58010 0.22 0.05 0.14 0.2402
H -11.36674 -2.61581 14.38620 0.05 -0.07 -0.02 0.3451
H -13.80497 -4.48460 14.50899 -0.14 0.19 0.14 0.1739
H -12.55088 -4.50591 13.27675 0.11 -0.26 0.45 0.4190
H -13.11167 -2.48547 12.58706 -0.01 -0.08 0.03 0.2164
H -10.83627 -3.92727 16.25906 -0.02 -0.04 -0.03 0.3255
C -15.87362 0.14091 13.95450 0.58 0.51 -0.02 -0.7190
C -16.56654 0.66603 12.76501 0.38 2.07 -0.77 -0.3941
O -16.46734 -0.32553 11.77831 -0.33 -1.87 0.00 -0.3064
O -16.36573 -1.16451 14.19243 -0.05 -1.05 0.16 -0.2777
H -16.00152 0.82706 14.78904 -0.03 -0.26 0.27 0.4518
H -14.81241 0.04377 13.73431 0.05 -0.14 0.15 0.2197
H -15.99787 1.54787 12.44725 -0.10 0.04 -0.05 0.4415
H -17.57063 1.04833 12.97065 -0.26 -0.58 -0.14 0.3360
H -16.54713 -0.03551 10.86530 -0.06 0.21 0.09 0.2488
H -17.13297 -1.12076 14.77614 0.00 -0.03 -0.13 0.2150
C -20.66281 -1.80347 13.17644 0.16 -0.04 0.12 -0.6048
C -19.35301 -2.40725 13.69190 -2.05 0.11 0.54 -0.3069
O -18.61507 -2.89999 12.58233 1.82 0.33 0.41 -0.2333
O -21.55752 -2.82817 12.75061 0.64 0.26 -0.03 -0.4945
H -20.41804 -1.20119 12.29789 -0.22 -0.06 0.00 0.2750
H -21.09363 -1.12754 13.92786 -0.10 -0.28 -0.02 0.3744
H -19.65031 -3.18368 14.40930 0.34 -0.38 -0.27 0.3723
H -18.83833 -1.69455 14.33232 0.48 0.20 -0.68 0.0429
H -19.01293 -3.73032 12.29443 0.02 0.06 0.00 0.2884
H -21.66939 -3.47699 13.45655 -0.24 0.20 0.05 0.3381
C -14.64904 -3.11005 9.78303 0.79 -0.63 -1.49 -0.4752
C -16.01307 -3.03129 9.16413 -0.18 1.47 0.44 -0.5398
O -16.96099 -3.14007 10.25260 0.35 -0.03 0.71 -0.3034
O -14.52139 -2.02670 10.69578 -0.65 -0.47 0.68 -0.4096
H -13.88884 -2.93556 9.01813 -0.25 -0.30 -0.32 0.5654
H -14.46601 -4.12839 10.14764 0.06 0.40 0.81 0.1441
H -16.25929 -3.73401 8.37486 0.34 -0.19 0.02 0.4939
H -16.05691 -1.99525 8.80198 -0.40 -0.29 -0.39 0.2068
H -17.84043 -3.33899 9.91427 -0.03 0.23 0.06 0.2694
H -13.65490 -1.62681 10.58058 -0.04 0.08 0.07 0.3076
```
Forces are in eV/Å.

---

Calculated E_tot, -1301.32695 -1165.53464 a.u. (same order as the records).